DFT (the ωB97M-V functional and the def2-TZVPD basis) results for a cluster of 10 separate species, C5H32NO9 in total in a non-equilibrium geometry.

Geometry as XYZ:
```
47
Properties=species:S:1:pos:R:3:forces:R:3:nbo_charge:R:1
O 2.958 -0.967 1.757 0.9 0.1 1.1 -0.9647
O 2.159 1.332 -0.836 0.1 -0.4 0.0 -0.9891
O -1.949 -4.910 -0.330 0.8 -0.3 0.1 -0.9596
O 3.159 2.495 1.942 0.1 0.5 -0.2 -0.9994
O 1.139 1.049 -3.418 -0.1 0.1 0.0 -0.9869
O -1.166 2.952 -3.604 0.5 -0.2 0.0 -0.9699
O 0.321 -3.660 0.497 0.1 -0.6 -0.1 -1.0019
O 1.832 3.867 -0.013 0.1 0.7 0.3 -0.9803
O 0.903 1.000 2.930 -0.2 0.0 0.0 -0.9957
N 0.539 -0.923 0.632 0.9 -1.4 1.1 -0.7367
C -0.960 -1.101 -1.389 0.7 0.3 -0.2 -0.6346
C -2.887 0.710 0.165 0.7 -0.6 -0.1 -0.6035
C -0.599 -0.328 -0.130 -0.3 -0.4 0.2 -0.0347
C -1.764 -0.139 0.835 -1.2 -0.2 -0.2 -0.2352
C -2.335 -1.470 1.397 0.0 0.4 -0.1 -0.6362
H -3.157 1.505 0.850 -0.2 0.3 -0.3 0.2272
H 0.333 1.394 3.597 0.0 -0.1 0.1 0.4805
H -0.383 -4.198 0.062 0.1 0.4 0.3 0.5173
H 1.217 0.877 -4.362 0.1 -0.1 0.0 0.4916
H 0.710 -1.955 0.771 -1.3 0.2 -1.1 0.4772
H -0.206 0.644 -0.403 0.0 0.2 -0.1 0.2268
H -0.988 3.801 -4.018 -0.2 0.1 0.0 0.4886
H -2.534 1.055 -0.806 0.0 0.6 0.2 0.2008
H 2.664 3.165 1.423 -0.1 -0.3 -0.1 0.5061
H 3.923 -0.976 1.820 0.1 -0.3 -0.8 0.4842
H -2.063 2.974 -3.264 -0.1 0.2 0.0 0.4888
H -1.416 0.419 1.697 0.3 0.3 0.0 0.2142
H 0.946 4.197 -0.177 0.0 0.0 0.0 0.4817
H -3.771 0.123 -0.074 0.0 -0.1 0.2 0.2144
H 2.829 -0.645 2.665 -0.9 0.1 -0.2 0.4902
H 3.996 2.953 2.088 0.0 -0.3 0.3 0.4817
H -1.836 -2.343 0.981 0.1 -0.1 0.2 0.2124
H 1.977 3.130 -0.616 -0.2 -0.4 -0.1 0.5012
H -1.270 -0.388 -2.149 -0.3 -0.1 0.0 0.2354
H -1.711 -1.876 -1.267 0.0 0.0 0.2 0.2138
H 1.479 -0.640 0.344 -0.2 0.8 0.0 0.4695
H 0.842 -4.312 0.980 0.1 0.1 0.0 0.4894
H -3.397 -1.561 1.180 0.0 0.0 -0.1 0.2181
H 3.122 1.335 -0.781 0.0 -0.1 0.1 0.4930
H -2.647 -4.686 0.289 -0.3 0.1 -0.4 0.4988
H -2.266 -1.449 2.479 0.2 -0.4 0.1 0.2231
H 0.558 1.822 -3.366 -0.2 0.0 0.0 0.5037
H -0.045 -1.536 -1.779 0.0 -0.3 -0.2 0.2290
H 1.934 0.936 -1.694 0.1 0.2 -0.3 0.5107
H -2.164 -4.701 -1.241 -0.6 0.1 0.1 0.4956
H 1.557 1.689 2.733 0.3 -0.1 -0.1 0.5137
H 0.418 -0.658 1.607 0.5 0.9 0.2 0.4496
```
Positions in Å, forces in eV/Å.

Summary:
- relative energy (zero: lowest compared OMol25 entry of this formula, charge and spin) (kcal per mole) = 0.0
- orbital gap (eV) = 11.74
- net charge = +1
- DFT total energy (eV) = -25617.8201
- highest occupied orbital energy (eV) = -13.9

***

DFT (the ωB97M-V functional and the def2-TZVPD basis) results for a cluster of 10 separate species, C5H33N2O9 in total in a non-equilibrium geometry.

Geometry as XYZ:
```
49
Properties=species:S:1:pos:R:3:forces:R:3:nbo_charge:R:1
O 1.489 2.844 3.743 1.7 -0.5 -0.3 -0.9636
O -2.449 -2.072 -2.091 -3.1 -1.1 2.4 -0.9766
O 0.103 -2.718 2.761 -3.4 -1.5 -3.4 -0.9392
O -2.357 0.888 1.388 0.5 0.7 0.4 -0.9375
O 0.380 1.288 -4.224 2.7 0.1 4.4 -0.9544
O -0.365 0.633 3.053 -2.4 -3.1 -2.9 -0.9393
O 0.363 -1.430 -3.315 -2.3 5.9 1.9 -0.9723
O -3.261 1.629 -1.318 5.2 1.5 -0.4 -0.9365
O -2.354 -3.279 1.727 -0.6 -1.4 0.1 -0.9646
N 1.941 3.164 -0.778 3.4 -0.3 1.2 -0.8564
N -1.239 -1.237 0.583 -2.0 2.6 1.6 -0.7635
C -0.352 -1.579 -0.512 2.6 -2.3 1.9 -0.2116
C 1.131 -1.317 -0.049 -2.5 3.1 2.0 -0.4439
C 2.582 0.719 -0.671 1.6 -1.5 2.6 -0.4194
C 1.273 0.217 0.011 -0.4 1.0 0.5 -0.4177
C 2.995 2.166 -0.179 -1.3 -0.1 -2.3 -0.2281
H 0.760 1.902 -3.470 -1.1 -1.8 -2.3 0.4800
H -2.456 -4.169 1.343 0.0 0.5 -0.1 0.4834
H 2.491 0.567 -1.778 0.0 0.6 0.8 0.2085
H 0.728 -2.513 3.355 3.6 1.1 3.5 0.4720
H -0.036 1.883 -4.780 -1.5 1.8 -2.0 0.4869
H -0.465 -2.678 -0.548 0.0 0.5 -1.0 0.2101
H -1.772 -1.772 -2.621 2.2 0.6 -2.5 0.4914
H 2.394 3.547 -1.602 -0.8 0.0 -0.2 0.3644
H -2.769 -3.401 2.592 0.1 0.3 0.0 0.4906
H 2.815 2.293 0.910 1.0 -0.5 -0.6 0.1925
H 1.245 3.533 3.117 0.0 0.1 0.0 0.4829
H -0.978 -1.457 1.626 0.0 -0.2 -2.5 0.4932
H -3.919 2.199 -1.117 -3.4 2.5 0.8 0.4666
H 2.479 2.747 3.628 -1.7 0.3 0.3 0.4852
H 0.925 0.531 1.063 1.6 0.2 -1.3 0.1955
H -3.565 0.798 -1.442 -1.8 -3.9 -0.6 0.4715
H 3.387 -0.095 -0.370 -1.1 1.8 -0.5 0.2052
H 1.737 -1.522 -0.864 1.6 -1.7 -0.8 0.2303
H 0.516 0.687 -0.567 -1.2 0.3 -0.8 0.1722
H 4.050 2.363 -0.614 -1.8 0.2 1.3 0.2156
H 1.113 2.651 -0.934 -0.9 -0.3 -0.7 0.3439
H 0.697 -0.494 -3.614 -1.6 -1.9 0.8 0.5053
H 0.489 0.849 3.180 5.3 0.9 0.1 0.4780
H -1.440 -0.166 0.588 0.0 -2.3 -0.2 0.4514
H -1.463 1.236 1.538 0.2 -0.4 0.7 0.4881
H 1.362 -1.444 1.086 -0.1 -1.7 -2.5 0.2458
H 0.194 -3.661 2.541 -0.1 0.6 0.2 0.4892
H -3.095 -2.599 -2.577 0.4 0.3 -0.2 0.4910
H 0.943 -1.907 -3.767 3.7 -4.0 -3.0 0.4654
H -2.792 1.723 1.310 -1.3 0.7 -0.5 0.4898
H -2.173 -1.676 0.397 1.0 0.5 0.5 0.4608
H -0.596 -1.042 -1.439 0.3 -0.4 0.9 0.2399
H -0.687 1.165 3.703 -2.5 2.3 3.1 0.4781
```
Positions in Å, forces in eV/Å.

Summary:
- relative energy (zero: lowest compared OMol25 entry of this formula, charge and spin) (kcal per mole) = 126.9
- orbital gap (eV) = 9.72
- net charge = +1
- DFT total energy (eV) = -27119.4061
- highest occupied orbital energy (eV) = -11.9

***

DFT (the ωB97M-V functional and the def2-TZVPD basis) results for a cluster of 11 separate species, C5H33NO11 in total in a non-equilibrium geometry.

Geometry as XYZ:
```
50
Properties=species:S:1:pos:R:3:forces:R:3:nbo_charge:R:1
O 0.103 0.544 -2.439 -1.6 -2.0 2.6 -0.7565
O -2.018 -1.573 -0.541 -1.1 -0.9 -1.2 -0.9651
O -0.457 3.495 -1.408 0.5 -1.6 2.8 -0.9303
O -4.859 0.209 1.579 0.6 0.5 0.2 -0.9656
O -2.772 -1.371 2.377 -4.1 -0.8 5.5 -0.9332
O -0.765 2.124 1.866 -5.1 1.4 3.4 -0.9522
O 1.891 2.829 0.495 1.1 -0.8 2.0 -1.0125
O 0.107 -5.206 0.135 -0.9 0.6 -1.9 -0.9419
O -3.357 1.161 -0.578 -0.3 -3.8 -2.7 -0.9876
O -2.101 1.929 -3.211 -1.5 0.6 -0.7 -0.9525
O 3.516 1.180 1.873 0.3 -0.8 -0.1 -0.9574
N 2.373 -0.834 -0.031 -0.9 -1.7 0.1 -0.4832
C 3.029 -2.556 1.730 -0.9 -0.7 -0.1 -0.6327
C 2.967 -1.512 -1.200 1.1 2.1 -1.1 -0.4359
C 1.339 0.789 -1.714 -2.3 0.3 2.2 -0.0748
C 1.871 -1.883 0.879 0.4 -1.1 1.0 -0.2189
C 1.194 -0.057 -0.301 0.9 3.0 -2.0 -0.2352
H 2.579 -2.463 -1.513 -0.4 -0.7 0.4 0.1921
H 1.190 -2.566 0.295 0.9 0.2 0.3 0.1525
H -2.774 -1.738 -1.160 0.9 -0.4 0.7 0.4809
H -3.129 -2.274 2.421 0.3 0.5 -0.1 0.4793
H 1.157 -1.471 1.622 0.6 0.3 -0.4 0.2137
H 1.368 1.874 -1.467 0.1 -1.0 -0.3 0.1999
H 1.136 0.679 0.544 -0.4 -0.8 -0.9 0.2182
H 0.491 -4.314 0.263 -0.4 -0.7 -0.2 0.4674
H 4.424 1.477 1.922 0.3 0.2 0.2 0.4798
H -4.146 -0.424 1.380 -0.4 -0.1 0.3 0.4823
H -2.973 1.584 -3.494 0.9 0.2 0.4 0.4648
H 2.999 -0.887 -2.148 -0.3 -0.7 1.4 0.2084
H 2.570 2.356 1.107 -1.5 0.5 -1.0 0.5098
H -4.257 0.936 -0.344 -0.2 0.5 0.8 0.5062
H 3.574 0.293 1.443 -0.5 0.7 -0.1 0.5078
H 2.476 3.178 -0.162 0.3 0.6 -0.9 0.4755
H -0.015 3.157 -0.558 -0.1 1.4 -1.6 0.4596
H 4.008 -1.517 -0.941 0.7 -1.0 -0.1 0.2047
H 2.167 0.542 -2.358 0.0 -0.1 0.1 0.1723
H -3.019 1.890 -0.170 0.8 3.1 2.0 0.4825
H -1.159 2.822 -1.351 -0.3 0.5 -1.2 0.4687
H 3.546 -3.502 1.399 -0.8 1.0 -0.2 0.2225
H -4.351 0.781 2.192 -0.7 -0.3 -0.3 0.4730
H -0.519 0.034 -1.730 2.2 1.7 -2.8 0.4633
H 0.019 2.252 1.461 4.3 1.0 -2.0 0.4728
H 2.621 -2.790 2.746 0.5 0.3 -0.8 0.2229
H -2.254 -1.325 1.680 4.1 0.0 -5.4 0.4693
H -2.125 -0.633 -0.503 -0.1 1.6 0.5 0.4864
H 3.789 -1.783 1.786 0.2 0.0 0.4 0.1984
H -1.565 1.202 -2.919 0.5 -0.4 -0.1 0.4820
H -0.991 3.000 2.356 0.8 -2.4 -1.4 0.4802
H 0.263 -0.644 -0.382 0.3 -0.1 0.1 0.1646
H -0.400 -5.155 -0.745 1.2 0.0 2.1 0.4737
```
Positions in Å, forces in eV/Å.

Summary:
- relative energy (zero: lowest compared OMol25 entry of this formula, charge and spin) (kcal per mole) = 120.6
- orbital gap (eV) = 9.86
- net charge = 0
- DFT total energy (eV) = -29730.1988
- highest occupied orbital energy (eV) = -9.7

***

DFT (the ωB97M-V functional and the def2-TZVPD basis) results for a cluster of 12 separate species, C5H33NO12 in total in a non-equilibrium geometry.

Geometry as XYZ:
```
51
Properties=species:S:1:pos:R:3:forces:R:3:nbo_charge:R:1
O 2.862 -0.145 1.324 0.0 -0.3 0.1 -1.0453
O 0.365 3.290 1.167 -0.4 -0.7 0.0 -1.0004
O -0.628 -2.199 -2.766 0.0 0.0 0.2 -1.0005
O 2.783 -1.756 -0.831 -0.1 0.0 0.1 -1.0055
O 0.772 -3.677 -0.915 -0.5 0.5 0.2 -0.9997
O -1.057 3.000 -2.276 -0.3 0.0 0.5 -0.5646
O 0.094 1.540 -4.202 -0.4 -0.1 0.3 -0.9841
O 1.931 2.039 2.909 -0.3 -0.2 0.5 -0.9820
O 1.192 -0.184 -2.450 -0.2 0.7 0.2 -1.0597
O 1.351 -0.571 3.580 -0.6 -0.6 0.5 -1.0135
O -1.074 -1.814 3.793 -0.1 0.2 -0.2 -0.9928
O 1.868 1.641 -0.521 -0.3 0.1 -0.3 -1.0306
N -1.455 -2.047 1.047 0.2 0.2 0.0 -0.8738
C -2.881 0.559 -0.209 -0.4 -0.1 0.2 -0.3950
C -1.723 2.479 -1.402 0.1 0.0 -0.3 0.4811
C -2.283 1.087 -1.511 0.3 -0.5 0.2 -0.5471
C -0.864 -0.753 0.615 -0.3 -0.6 0.8 -0.2293
C -1.838 0.375 0.905 0.0 0.7 -0.6 -0.4272
H -0.033 -1.423 -2.600 0.0 -0.2 -0.4 0.5155
H -1.293 1.316 1.032 0.1 0.0 -0.1 0.2303
H -3.687 1.222 0.135 0.2 0.1 0.0 0.2083
H 0.937 0.361 -3.233 0.1 -0.1 0.2 0.5160
H -0.558 -2.449 -3.697 0.1 0.3 0.3 0.4849
H 0.664 4.188 1.127 0.2 0.8 0.0 0.4758
H -3.013 1.068 -2.317 -0.2 0.2 -0.1 0.2506
H -0.573 -0.788 -0.432 0.1 0.2 -0.1 0.1897
H -1.221 -2.067 2.839 -0.2 0.1 0.1 0.5071
H 0.033 -0.634 1.220 0.2 0.2 -0.2 0.2009
H -1.953 3.049 -0.484 0.0 0.0 -0.1 0.1372
H 1.335 0.516 -1.745 -0.1 -0.3 -0.2 0.5224
H 0.461 -1.033 3.634 0.4 0.3 0.1 0.5221
H 1.261 2.266 -0.053 0.6 -0.6 -0.1 0.5066
H 0.653 2.162 -4.658 0.4 0.3 -0.4 0.4772
H 2.310 1.046 0.126 -0.5 0.4 0.2 0.5065
H 0.887 2.868 1.896 0.0 0.1 -0.1 0.5104
H 1.550 1.227 3.305 0.1 0.3 -0.1 0.5057
H -3.400 -0.388 -0.407 0.2 0.0 -0.1 0.2047
H 2.925 -0.817 0.594 -0.1 0.1 0.3 0.5164
H -1.805 -1.210 3.993 0.3 -0.2 0.0 0.4755
H -2.403 -2.154 0.692 0.3 -0.1 -0.1 0.3647
H -2.352 0.247 1.854 0.0 -0.4 0.2 0.2052
H -0.353 2.088 -3.508 0.1 -0.2 -0.3 0.5011
H -1.497 0.410 -1.875 0.0 0.3 0.1 0.2486
H 1.859 -0.926 4.324 -0.1 0.1 -0.3 0.4911
H 0.222 -3.223 -1.603 0.2 -0.4 0.1 0.5107
H 2.106 -2.461 -0.713 0.3 0.4 -0.4 0.5041
H 2.454 -1.158 -1.534 0.0 -0.6 0.2 0.5048
H 1.034 -4.525 -1.268 0.0 -0.2 -0.2 0.4816
H 2.641 1.670 2.375 0.3 0.0 -0.3 0.4994
H 2.269 -0.501 2.020 0.4 0.1 -0.5 0.4998
H -0.876 -2.807 0.702 -0.2 -0.1 -0.2 0.3947
```
Positions in Å, forces in eV/Å.

Summary:
- relative energy (zero: lowest compared OMol25 entry of this formula, charge and spin) (kcal per mole) = 0.0
- orbital gap (eV) = 10.53
- net charge = 0
- DFT total energy (eV) = -31783.5414
- highest occupied orbital energy (eV) = -10.1

***

no.,LUMO level (eV)
1,-2.21
2,-2.22
3,0.14
4,0.48